(1)
The following is a DFT calculation (ωB97M-V with the def2-TZVPD basis set) of a 2-piece molecular cluster, C4H10N2O2 overall at a distorted geometry.

Kohn-Sham gap, eV: 8.94
Spin multiplicity: 1
E_HOMO, eV: -8.3

Atoms and positions in Å:
H (-0.846, -2.386, -0.540)
C (1.956, -0.028, 0.588)
H (-2.674, 1.479, 1.364)
H (-2.605, 1.862, -0.384)
C (0.196, -2.090, -0.437)
O (-2.404, -0.783, -0.023)
C (-0.257, -0.073, 0.031)
H (0.649, -2.098, -1.483)
O (1.177, 1.529, -0.993)
C (-2.093, 1.448, 0.460)
N (-1.545, 0.136, 0.053)
N (0.814, 0.802, 0.122)
H (2.102, -0.901, -0.093)
H (0.919, -2.418, 0.356)
H (-1.216, 2.174, 0.605)
H (1.255, 1.035, -1.827)
H (1.722, -0.208, 1.646)
H (2.851, 0.521, 0.556)

(2)
The following is a DFT calculation (ωB97M-V with the def2-TZVPD basis set) of one molecule with the formula C3H4ClF at a distorted geometry.

Kohn-Sham gap, eV: 10.19
Spin multiplicity: 1
E_HOMO, eV: -9.3
Structure (SMILES): FC1(Cl)CC1

Atoms and positions in Å:
F (0.784, 1.504, -0.065)
C (1.108, -0.676, 0.760)
H (0.904, -1.615, 1.428)
C (0.074, 0.239, -0.118)
H (1.647, -0.960, -1.545)
C (0.964, -0.908, -0.660)
H (-0.001, -1.667, -0.805)
H (1.948, 0.093, 0.846)
Cl (-1.437, -0.077, 0.046)

(3)
The following is a DFT calculation (ωB97M-V with the def2-TZVPD basis set) of one molecule with the formula C4H8O2.

Kohn-Sham gap, eV: 10.69
Spin multiplicity: 1
E_HOMO, eV: -9.7
Structure (SMILES): CCOCC=O

Atoms and positions in Å:
H (-0.798, -1.449, 0.211)
H (-1.860, -1.471, -1.202)
H (-2.185, -0.337, 0.127)
H (-0.006, 0.034, 2.049)
H (1.890, 0.281, -0.341)
O (1.874, -0.734, 2.059)
C (-0.545, 0.239, -1.162)
C (-1.392, -0.816, -0.459)
H (1.710, 1.724, 0.674)
C (1.206, 0.806, 0.344)
H (-1.167, 0.812, -1.856)
C (1.001, -0.049, 1.584)
H (0.257, -0.239, -1.748)
O (0.015, 1.200, -0.280)

(4)
The following is a DFT calculation (ωB97M-V with the def2-TZVPD basis set) of one molecule with the formula C3H6O2 at a distorted geometry.

Kohn-Sham gap, eV: 10.69
Spin multiplicity: 1
E_HOMO, eV: -9.8
Structure (SMILES): OC[C@H]1CO1

Atoms and positions in Å:
O (1.186, -0.380, -0.904)
H (0.324, -1.575, 0.488)
O (-1.636, -0.440, -0.308)
C (-0.978, 0.741, 0.102)
H (1.378, 0.884, -0.510)
C (1.042, -0.761, 0.462)
H (-1.164, 1.566, -0.595)
H (1.959, -0.930, 1.021)
H (-1.192, -0.732, -1.119)
H (-1.438, 1.029, 1.058)
C (0.519, 0.598, 0.305)

(5)
The following is a DFT calculation (ωB97M-V with the def2-TZVPD basis set) of C16H14IrN6O2S as an isolated structure at a distorted geometry.

Kohn-Sham gap (alpha / beta), eV: 5.70 / 6.75
Spin multiplicity: 6
E_HOMO (alpha / beta), eV: -5.7 / -8.2

Atoms and positions in Å:
H (-2.627, 3.616, -0.305)
H (-3.296, -1.071, 1.092)
C (-4.208, 0.696, 0.323)
C (-3.898, -3.442, -1.707)
N (-4.916, -3.862, -1.350)
H (-4.858, 2.649, -0.327)
C (1.285, 4.175, -0.043)
N (0.628, -2.943, 0.551)
H (-5.191, 0.253, 0.232)
O (4.082, -2.745, -0.037)
H (2.295, -4.235, 0.522)
C (1.978, 1.910, -0.036)
N (1.968, -3.290, 0.408)
N (0.723, 1.484, 0.108)
C (5.051, -1.743, -0.387)
C (-1.855, 0.521, 0.942)
Ir (0.172, -0.717, -0.096)
H (5.998, -2.266, -0.461)
N (-0.890, -1.569, -1.622)
H (1.501, 5.233, -0.118)
C (-4.017, 2.048, -0.009)
C (-0.009, 3.741, 0.114)
C (-1.634, 1.856, 0.431)
C (2.319, 3.242, -0.101)
C (2.826, -2.316, 0.054)
C (-3.153, -0.046, 0.773)
C (-1.823, -2.266, -1.830)
O (2.470, -1.165, -0.138)
H (0.042, -3.472, -0.083)
C (-0.292, 2.369, 0.229)
H (2.733, 1.138, -0.099)
H (3.353, 3.544, -0.179)
H (-0.814, 4.457, 0.182)
S (0.277, 0.189, 2.792)
H (5.097, -0.976, 0.384)
H (0.316, -3.058, 1.507)
C (-0.934, -0.215, 1.743)
N (-2.741, -3.041, -2.152)
C (-2.756, 2.596, 0.032)
H (4.795, -1.281, -1.338)

(6)
The following is a DFT calculation (ωB97M-V with the def2-TZVPD basis set) of CuH13O7 as an isolated structure at a distorted geometry.

Kohn-Sham gap, eV: 5.55
Spin multiplicity: 1
E_HOMO, eV: -8.6

Atoms and positions in Å:
H (-23.512, 39.559, 3.261)
H (-30.641, 34.026, 4.215)
O (-30.076, 34.500, 3.605)
H (-27.398, 36.599, 5.186)
O (-25.242, 35.510, 3.664)
O (-21.873, 35.396, 4.882)
H (-24.462, 38.491, 3.760)
O (-20.993, 31.208, 3.310)
H (-28.155, 37.685, 5.920)
O (-24.141, 39.371, 3.958)
H (-21.995, 35.756, 5.760)
H (-29.474, 34.989, 4.166)
H (-22.747, 35.417, 4.491)
H (-20.998, 32.036, 3.791)
H (-20.086, 30.907, 3.361)
H (-23.584, 37.483, 0.148)
O (-28.050, 36.735, 5.874)
O (-24.281, 36.829, 0.105)
Cu (-27.227, 33.097, 2.462)
H (-24.387, 36.532, 1.009)
H (-25.003, 34.750, 4.229)

> Which value of spin multiplicity does entry 2 give?

1

> What is the formula in the first record?

C4H10N2O2